14
Properties=species:S:1:pos:R:3:mulliken_charge:R:1 method="wB97M-V/def2-TZVPD" e_homo_ha="-0.3014 / -0.2610" mol_weight_g_mol=101.10 relative_energy_kcal_mol=134.7 lumo_energy_ha="0.02211 / 0.00679" e_tot_ha=-361.66622
C -2.1894 0.5966 0.2309 0.109
C -1.6937 -0.8197 0.4783 -0.347
C 0.1377 -0.3660 -0.8404 -0.057
C 2.2547 -0.3594 -0.0777 -0.718
N -1.7836 1.3009 -0.6652 -0.620
O -0.9062 -1.1910 -0.5629 -0.322
O 0.8892 0.0700 0.1064 -0.263
H -2.9364 0.8106 0.9638 0.392
H -1.2373 -0.7888 1.5138 0.247
H -2.5543 -1.5881 0.6973 0.301
H 0.5032 -0.3165 -1.8385 0.397
H 2.2985 -1.4433 0.1425 0.333
H 2.9141 0.2664 0.6630 0.243
H 2.9011 -0.1622 -1.0235 0.306